{
  "formula": "C21H40BN2",
  "method": "ωB97M-V/def2-TZVPD",
  "symbols": ["C", "C", "C", "C", "C", "C", "C", "C", "C", "B", "C", "C", "C", "C", "H", "H", "H", "H", "H", "H", "H", "H", "H", "H", "H", "H", "H", "H", "H", "H", "H", "H", "H", "H", "H", "H", "H", "H", "H", "H", "H", "H", "H", "H", "N", "C", "C", "C", "C", "H", "H", "H", "H", "H", "N", "C", "C", "C", "C", "H", "H", "H", "H", "H"],
  "positions_angstrom": [[3.11687, 0.21509, 0.66753], [3.26947, -0.00379, -0.84944], [2.02545, -0.65660, -1.45404], [1.81952, -0.38476, -2.93861], [1.74096, 1.09468, -3.34304], [0.77203, 1.98512, -2.54185], [-0.61161, 2.17426, -3.20386], [-1.82479, 1.53257, -2.46975], [-1.54173, 0.28563, -1.64825], [-2.85374, -0.68814, -1.36580], [-2.36098, -1.88711, -0.30738], [-2.96346, -1.71977, 1.09081], [-2.60304, -3.30213, -0.84920], [-1.42819, -3.83311, -1.69354], [2.09023, 0.43041, 0.94478], [3.43135, -0.66688, 1.22180], [3.77021, 1.02683, 0.98288], [3.50024, 0.94702, -1.31578], [4.12017, -0.66944, -0.97825], [1.14901, -0.32737, -0.90398], [2.07775, -1.73529, -1.31758], [0.94901, -0.91675, -3.30981], [2.67213, -0.81492, -3.47483], [1.51280, 1.12931, -4.40582], [2.74314, 1.50999, -3.24072], [1.24254, 2.96746, -2.50119], [0.67095, 1.65264, -1.51629], [-0.80289, 3.24774, -3.25297], [-0.58014, 1.85016, -4.24022], [-2.54432, 1.24715, -3.23972], [-2.31654, 2.30142, -1.87712], [-1.18309, 0.60601, -0.66190], [-0.77651, -0.33358, -2.10796], [-3.78010, -0.03276, -0.89204], [-3.14958, -1.22183, -2.43532], [-1.27816, -1.80069, -0.18054], [-3.97177, -2.12923, 1.15226], [-2.35178, -2.15870, 1.88564], [-3.05451, -0.65515, 1.30624], [-3.47168, -3.28843, -1.50236], [-2.81255, -4.01657, -0.04728], [-0.52927, -3.24788, -1.51026], [-1.65501, -3.80202, -2.75480], [-1.18381, -4.86627, -1.44813], [4.91271, -2.26820, 5.98166], [5.65541, -1.51678, 5.11098], [5.03299, -1.55271, 3.89186], [3.87013, -2.35682, 4.03202], [3.82315, -2.78321, 5.33173], [5.13283, -2.41861, 6.94849], [6.55546, -1.02173, 5.43292], [5.37045, -1.05591, 2.99767], [3.14976, -2.59147, 3.26636], [3.11017, -3.40269, 5.84786], [-4.86272, 4.09394, 1.08783], [-4.15955, 2.92006, 1.10699], [-2.88001, 3.20553, 1.49546], [-2.80885, 4.60803, 1.72272], [-4.04851, 5.12971, 1.46243], [-5.82820, 4.18081, 0.83130], [-4.62489, 1.98686, 0.83616], [-2.08293, 2.48883, 1.59926], [-1.94422, 5.16979, 2.03596], [-4.41775, 6.14021, 1.50805]],
  "forces_ev_per_a": [[0.44, -0.08, -0.31], [-0.34, -0.37, 0.72], [-0.04, 0.16, -0.19], [0.38, 0.10, -0.26], [0.13, -0.29, 0.65], [0.02, 0.28, -0.94], [-0.27, 0.18, 0.75], [0.37, -0.27, -0.77], [-0.96, 0.22, 0.58], [0.98, -0.22, 0.04], [-0.50, 0.04, -0.07], [0.12, 0.36, -0.10], [0.33, -0.11, -0.16], [-0.13, -0.08, 0.18], [-0.12, 0.20, 0.04], [-0.10, -0.16, 0.08], [-0.07, 0.13, 0.21], [-0.04, 0.14, -0.21], [0.28, 0.09, -0.34], [-0.19, 0.05, 0.06], [-0.02, -0.18, 0.13], [-0.26, -0.11, 0.13], [0.05, -0.06, -0.13], [-0.13, 0.17, -0.16], [0.16, 0.07, -0.04], [0.06, 0.15, 0.14], [-0.05, -0.17, 0.17], [-0.02, 0.15, -0.12], [0.11, -0.28, -0.18], [-0.19, 0.10, -0.11], [-0.07, -0.04, 0.30], [0.36, -0.07, 0.11], [0.26, -0.04, -0.15], [-0.23, 0.03, -0.01], [-0.28, 0.08, -0.18], [0.24, 0.10, 0.04], [-0.14, -0.11, -0.02], [-0.04, -0.24, 0.07], [-0.01, 0.14, 0.16], [-0.35, -0.02, 0.09], [0.03, -0.05, 0.18], [0.12, 0.10, -0.08], [0.08, 0.13, -0.21], [-0.01, -0.18, 0.00], [0.01, -0.01, 0.03], [-0.01, -0.01, 0.01], [0.05, 0.02, 0.00], [-0.03, -0.03, -0.01], [0.02, 0.00, 0.01], [-0.01, 0.01, -0.03], [0.00, 0.01, -0.01], [-0.02, 0.01, 0.00], [-0.01, 0.02, 0.00], [-0.01, 0.00, -0.01], [-0.01, 0.02, 0.04], [-0.09, -0.06, -0.02], [0.04, 0.03, 0.06], [0.00, 0.02, 0.01], [-0.02, 0.00, -0.01], [0.03, -0.02, -0.02], [0.10, -0.03, -0.08], [-0.01, -0.02, -0.04], [0.00, 0.00, 0.00], [0.01, 0.00, 0.00]],
  "total_charge": -1,
  "max_force_ev_per_a": 1.14,
  "e_homo_ev": -4.5,
  "spin_multiplicity": 1
}

***

{
  "formula": "C21H40F6N7O4S5SnTe",
  "method": "ωB97M-V/def2-TZVPD",
  "symbols": ["Sn", "C", "C", "N", "C", "C", "N", "C", "C", "N", "H", "H", "H", "H", "H", "H", "H", "H", "H", "H", "H", "H", "H", "H", "H", "C", "C", "S", "C", "C", "S", "C", "C", "S", "H", "H", "H", "H", "H", "H", "H", "H", "H", "H", "H", "H", "F", "C", "F", "F", "S", "O", "O", "N", "S", "O", "O", "C", "F", "F", "F", "Te", "C", "C", "N", "C", "N", "C", "C", "C", "N", "C", "H", "H", "H", "H", "H", "H", "H", "H", "H", "H", "H", "H", "H"],
  "positions_angstrom": [[0.71415, -0.85227, 1.53507], [-1.20528, -3.76000, 0.52022], [-0.85375, -2.98888, -0.78160], [-1.07499, -1.56894, -0.62041], [-2.45507, -1.13232, -0.43447], [-2.53836, 0.00880, 0.58863], [-1.76015, -0.20091, 1.80960], [-2.31125, -1.08106, 2.82862], [-2.27609, -2.55509, 2.40876], [-1.02886, -2.95084, 1.73056], [-0.56002, -4.64021, 0.56511], [-2.23417, -4.12871, 0.46324], [-1.41234, -3.43628, -1.61901], [0.21292, -3.12165, -0.97408], [-0.64912, -1.03292, -1.36719], [-3.05628, -1.97931, -0.10522], [-2.89429, -0.76565, -1.36942], [-3.59733, 0.19994, 0.82155], [-2.13903, 0.89760, 0.10416], [-1.59260, 0.71048, 2.23135], [-3.34900, -0.82309, 3.09357], [-1.67844, -0.95529, 3.70997], [-3.11367, -2.75697, 1.74239], [-2.43970, -3.15052, 3.31189], [-0.40459, -3.38910, 2.39577], [-2.06655, 4.35271, 3.13048], [-1.33730, 3.80973, 4.35822], [-0.25121, 2.38079, 4.05277], [1.20197, 3.19783, 3.30923], [1.61878, 2.60452, 1.95974], [0.27991, 2.43323, 0.73337], [0.21059, 4.14841, 0.09454], [-1.05128, 4.90680, 0.48522], [-1.08348, 5.56942, 2.18054], [-2.97290, 4.87491, 3.44243], [-2.33757, 3.54335, 2.45346], [-2.06857, 3.42668, 5.07266], [-0.75526, 4.59292, 4.84657], [2.02174, 3.09242, 4.02194], [0.94214, 4.24552, 3.19328], [2.00155, 1.59674, 2.11410], [2.41008, 3.20521, 1.50764], [0.23743, 4.05638, -0.99046], [1.10481, 4.67205, 0.43222], [-1.92508, 4.27449, 0.36643], [-1.16747, 5.77932, -0.15937], [-1.40081, 1.44549, -5.28809], [-0.69888, 0.80414, -4.36668], [-1.32828, -0.33630, -4.05492], [0.48814, 0.47318, -4.90962], [-0.32813, 1.75836, -2.80526], [0.40770, 0.75666, -2.08316], [0.38879, 2.92157, -3.23611], [-1.72014, 2.03299, -2.11010], [-2.94969, 2.60356, -2.95073], [-2.63772, 3.68481, -3.83772], [-3.80935, 1.55339, -3.41621], [-3.93350, 3.39664, -1.58623], [-3.56617, 4.66913, -1.42298], [-3.79515, 2.76935, -0.41303], [-5.22510, 3.38039, -1.91571], [1.35075, -1.52154, 3.99017], [3.50484, -1.91450, -3.45806], [3.16292, -0.68370, -2.64392], [2.62235, -1.08109, -1.35652], [2.83451, -2.28447, -0.75560], [2.21882, -2.55477, 0.35480], [2.48789, -3.79108, 1.07901], [3.11379, -4.87728, 0.21562], [4.23408, -4.25307, -0.59655], [3.69073, -3.16564, -1.38722], [4.39258, -2.79843, -2.60296], [4.01338, -1.63681, -4.38176], [2.58963, -2.45674, -3.70802], [2.42978, -0.05781, -3.14393], [4.07132, -0.08569, -2.50265], [1.85917, -0.52763, -0.98651], [1.54121, -4.13738, 1.50172], [3.13130, -3.55599, 1.93203], [2.36703, -5.28755, -0.47037], [3.49693, -5.68606, 0.84085], [4.67640, -4.97769, -1.28193], [5.02352, -3.89435, 0.07749], [4.64647, -3.71994, -3.13141], [5.33389, -2.27442, -2.38181]],
  "forces_ev_per_a": [[-0.03, 0.23, -0.72], [0.03, 0.13, -0.14], [0.01, 0.01, 0.23], [-0.19, 0.06, -0.36], [0.16, 0.03, 0.24], [0.03, -0.13, -0.08], [-0.23, 0.15, 0.19], [0.08, -0.09, -0.06], [0.08, 0.17, 0.06], [-0.04, -0.09, -0.11], [-0.04, -0.02, 0.03], [0.00, -0.02, 0.03], [-0.02, -0.04, 0.03], [-0.08, 0.02, -0.08], [0.14, -0.02, 0.09], [-0.03, -0.04, -0.08], [-0.07, -0.03, 0.01], [0.01, 0.01, -0.04], [0.02, 0.07, 0.05], [0.13, -0.03, -0.01], [0.01, -0.01, -0.02], [-0.07, 0.00, 0.03], [0.01, -0.07, -0.01], [0.02, -0.05, -0.04], [0.04, 0.04, 0.07], [0.11, 0.18, -0.04], [0.13, -0.26, -0.35], [0.01, 0.12, 0.20], [-0.06, -0.21, -0.09], [-0.48, -0.04, 0.13], [0.42, 0.59, 0.06], [-0.24, -0.26, 0.19], [0.19, 0.05, 0.22], [-0.07, -0.01, -0.03], [-0.04, -0.08, 0.01], [-0.03, -0.01, 0.03], [0.00, 0.07, 0.04], [-0.09, 0.02, 0.08], [0.06, 0.06, -0.07], [0.09, 0.06, 0.05], [0.07, -0.01, -0.03], [0.04, -0.03, 0.05], [0.07, 0.11, -0.07], [0.01, 0.05, -0.09], [-0.06, 0.03, -0.09], [-0.07, -0.04, -0.05], [-0.05, 0.11, 0.08], [0.33, -0.24, 0.13], [-0.06, 0.09, -0.05], [-0.04, 0.02, -0.03], [-0.13, -0.02, -0.50], [-0.18, -0.04, 0.27], [-0.12, 0.06, -0.02], [0.09, -0.13, -0.34], [-0.12, 0.09, 0.20], [0.02, 0.00, -0.03], [0.04, -0.07, 0.02], [0.13, 0.02, 0.08], [0.00, -0.01, 0.02], [-0.05, -0.01, -0.05], [0.00, 0.00, -0.04], [0.11, -0.29, 0.68], [0.01, 0.02, 0.10], [0.10, -0.05, 0.06], [-0.18, -0.15, -0.20], [-0.09, -0.05, 0.18], [0.07, -0.17, 0.02], [0.04, 0.14, -0.20], [-0.04, 0.12, 0.03], [-0.12, -0.04, 0.05], [0.05, 0.08, -0.04], [-0.04, 0.02, -0.02], [0.01, 0.00, 0.00], [0.01, 0.00, -0.06], [-0.05, 0.02, 0.01], [-0.01, 0.04, -0.02], [0.07, 0.02, 0.10], [0.10, -0.05, 0.08], [-0.06, -0.05, 0.04], [0.04, -0.05, -0.01], [-0.02, -0.02, -0.02], [0.03, 0.01, -0.02], [0.05, -0.02, -0.03], [0.01, -0.03, 0.03], [0.02, -0.01, -0.01]],
  "total_charge": -1,
  "max_force_ev_per_a": 0.76,
  "e_homo_ev": -3.5,
  "spin_multiplicity": 1,
  "de_lowest_kcal_mol": 0.0
}

***

{
  "formula": "C21H41BF2N2O7S",
  "method": "ωB97M-V/def2-TZVPD",
  "symbols": ["C", "C", "O", "O", "C", "C", "C", "C", "C", "O", "B", "O", "O", "N", "C", "C", "C", "F", "C", "C", "C", "C", "O", "C", "N", "C", "S", "C", "C", "C", "F", "H", "H", "H", "H", "H", "H", "H", "H", "H", "H", "H", "H", "H", "H", "H", "H", "H", "H", "H", "H", "H", "H", "H", "H", "H", "H", "H", "H", "H", "H", "H", "H", "H", "H", "H", "H", "C", "C", "O", "H", "H", "H", "H", "H"],
  "positions_angstrom": [[3.12149, 2.70446, 4.42178], [3.21153, 3.35628, 2.96341], [3.66758, 4.50229, 2.88921], [2.79807, 2.53889, 1.87255], [2.04776, 3.28249, 0.88581], [0.71779, 2.53699, 0.42909], [0.93853, 1.66202, -0.88908], [-0.41810, 0.95516, -1.40067], [-0.49180, -0.60078, -1.09546], [0.49317, -1.50284, -1.63155], [0.93248, -1.16128, -2.95177], [2.36694, -1.19006, -3.17342], [0.11107, -0.74680, -4.04984], [-0.35695, -0.79410, 0.38488], [0.82095, -0.84990, 1.30061], [1.70886, -2.17779, 1.19829], [3.18050, -1.75892, 0.65803], [4.01456, -1.66748, 1.81181], [-1.53238, -0.90032, 1.02287], [-2.70519, -0.73410, -0.05016], [-3.95898, -1.49975, 0.57845], [-5.28215, -0.60650, 0.68261], [-5.53320, 0.18996, -0.49898], [-5.28684, 0.38810, 1.94044], [-3.92940, 0.83228, 2.38145], [-1.92900, -1.34829, -1.30762], [-1.52434, -3.13641, -1.01652], [-2.83925, -0.91732, -2.55341], [-3.60467, -2.10402, -3.28198], [-2.70177, -3.03462, -4.20444], [-4.40166, -2.91775, -2.38449], [2.47178, 3.31131, 5.13253], [2.74635, 1.63427, 4.37385], [4.17310, 2.65045, 4.87506], [2.72892, 3.37576, -0.03697], [1.80772, 4.35574, 1.19048], [-0.09939, 3.31759, 0.23793], [0.33960, 1.89853, 1.29531], [1.76001, 0.87937, -0.72905], [1.32677, 2.35337, -1.71647], [-0.67350, 1.23378, -2.48466], [-1.25599, 1.44396, -0.77984], [2.56447, -1.98295, -3.71240], [-0.20896, -1.49604, -4.58802], [0.39804, -0.82618, 2.36643], [1.52347, 0.03916, 1.23511], [1.30299, -2.88611, 0.39162], [1.80286, -2.75793, 2.16622], [3.16961, -0.76148, 0.10508], [3.56153, -2.52319, -0.10879], [-1.72603, -1.03446, 2.12806], [-2.94325, 0.37865, -0.05188], [-4.17929, -2.50962, 0.08194], [-3.69591, -1.76895, 1.66646], [-6.17718, -1.32108, 0.78546], [-6.48358, 0.38022, -0.60258], [-5.87542, 1.34030, 1.67579], [-5.83206, -0.07467, 2.82341], [-3.74361, 1.78104, 2.01504], [-3.87972, 0.86545, 3.40387], [-2.61254, -3.79656, -0.47355], [-3.65462, -0.22228, -2.13876], [-2.30435, -0.31290, -3.35440], [-4.37098, -1.60815, -3.97940], [-2.80474, -2.79010, -5.31706], [-1.59565, -2.99432, -3.89564], [-2.98306, -4.14516, -4.11658], [6.12468, 2.06002, 0.76753], [6.85376, 0.72177, 0.51400], [7.64157, 0.87652, -0.54919], [5.50102, 2.35349, -0.08461], [5.46041, 1.96872, 1.64088], [6.82827, 2.87227, 0.97471], [6.04540, -0.04278, 0.45748], [7.33188, 0.46330, 1.48369]],
  "forces_ev_per_a": [[0.42, -0.96, -0.49], [1.34, 1.55, 1.39], [-1.84, -3.21, -0.74], [-0.82, 1.92, 1.81], [0.25, 0.74, -2.08], [0.04, -0.12, 0.17], [0.21, 0.01, -0.30], [-0.37, 0.75, 0.37], [-0.86, -1.63, -0.20], [0.25, 2.97, -1.74], [2.21, 0.02, -0.96], [-2.81, -1.19, 0.54], [0.34, -1.19, 1.59], [-2.46, 0.23, 4.09], [1.61, -0.83, 1.66], [0.85, 0.24, -2.01], [-0.60, -0.53, 0.21], [-0.82, -0.11, -1.62], [0.32, 1.19, -3.32], [0.93, -1.47, 3.06], [-0.58, -0.05, 0.31], [-1.07, -0.21, 0.66], [0.51, -0.46, -0.05], [-0.53, 0.47, 0.23], [-0.27, 0.17, -0.19], [-1.86, 2.39, 0.67], [-0.07, -0.62, -0.12], [-0.80, -0.30, -0.10], [-0.29, 0.24, -1.43], [0.50, -0.76, 0.14], [1.23, 1.13, -0.74], [0.80, -0.59, -1.25], [0.32, 1.33, 0.02], [-1.47, 0.28, -0.84], [-0.95, -0.07, 1.29], [0.45, -1.58, 0.04], [1.15, -1.03, 0.11], [0.46, 0.72, -1.05], [-1.07, 1.13, -0.22], [-0.57, -1.01, 1.19], [0.59, -0.86, 1.49], [1.06, -0.90, -0.93], [0.29, 0.83, 0.09], [0.13, 0.59, 0.30], [0.40, 0.17, -1.68], [-1.18, -0.96, -0.28], [0.23, 1.05, 1.33], [-0.15, 0.96, -1.09], [0.11, -1.15, 0.97], [-0.18, 0.93, 1.54], [0.78, 0.25, -1.47], [0.40, -1.42, -0.61], [0.24, 1.77, 0.37], [-0.47, 0.43, -1.56], [1.36, 0.87, 0.09], [0.66, -0.30, 0.31], [0.51, -1.64, 0.10], [0.76, 0.33, -1.11], [-0.11, -0.82, 0.51], [-0.04, 0.16, -0.61], [0.28, 1.21, -0.58], [1.16, -1.04, -0.61], [-0.37, -1.02, 0.98], [0.99, -0.69, 1.17], [0.12, -0.03, 1.63], [-1.65, 0.02, -0.47], [0.18, 1.73, 0.08], [-0.58, 0.03, 0.78], [-0.09, 1.41, -0.47], [0.33, -0.79, -0.18], [0.15, -0.11, -0.12], [-0.13, 0.08, 0.17], [0.07, -0.15, -0.14], [-0.36, -0.43, -0.34], [0.45, -0.08, 0.26]],
  "max_force_ev_per_a": 4.78,
  "e_homo_ev": -3.7,
  "spin_multiplicity": 1
}